ORCA calculation (the ωB97M-V functional and the def2-TZVPD basis) on a molecular structure, C51H60CdNO3PS4Te.

Results
- E: -4629.804754 a.u.
- Charge: -2
- Relative energy (zero: lowest compared OMol25 entry of this formula, charge and spin): 1.004 eV
- Maximum force: 0.99 eV Å⁻¹
- LUMO: 3.503 eV

Cartesian coordinates (Å):
Cd1 -1.5480 -0.8870 -0.7533
C1 -1.7696 -2.1502 -2.9546
C2 -1.1426 -1.3837 -3.9982
C3 0.1823 -1.7662 -4.0801
C4 0.4226 -2.8103 -3.1354
C5 -0.7538 -3.0637 -2.4513
C6 -1.0317 -4.2084 -1.5163
C7 1.7543 -3.4733 -2.9377
C8 1.2341 -1.1996 -4.9869
C9 -1.8744 -0.4289 -4.8936
C10 -3.2259 -2.5312 -3.0538
H1 -1.1751 -5.1394 -2.0796
H2 -1.9409 -4.0316 -0.9375
H3 -0.2118 -4.3669 -0.8116
H4 2.1644 -3.8277 -3.8894
H5 1.6731 -4.3367 -2.2745
H6 2.4897 -2.7821 -2.5112
H7 1.7852 -1.9975 -5.4954
H8 1.9624 -0.5988 -4.4310
H9 0.7879 -0.5552 -5.7463
H10 -1.5479 -0.5279 -5.9339
H11 -1.7223 0.6087 -4.5890
H12 -2.9488 -0.6213 -4.8616
H13 -3.3934 -3.0997 -3.9794
H14 -3.8794 -1.6600 -3.0696
H15 -3.5410 -3.1545 -2.2196
O1 -6.5412 0.1170 4.2733
C11 -5.7449 -0.0186 3.3642
S1 -5.9176 -1.1813 2.0602
C12 -4.4702 -0.7441 1.1400
C13 -3.7028 0.2322 1.6696
S2 -2.2402 0.9087 1.0392
S3 -4.2706 0.9220 3.1959
S4 -4.1803 -1.6255 -0.3067
C14 2.8259 0.0201 6.0827
C15 2.3741 0.2749 4.6654
C16 2.7277 1.4157 3.9740
C17 2.3315 1.6617 2.6590
C18 2.9444 2.7765 1.9344
O2 3.4259 2.6636 0.8189
C19 3.0059 4.1397 2.5936
C20 2.2628 4.4878 3.7186
C21 2.3075 5.7835 4.2145
C22 3.0719 6.7520 3.5818
C23 3.8050 6.4196 2.4499
C24 3.7724 5.1228 1.9674
C25 1.4465 0.7480 1.9612
O3 0.9716 0.9740 0.8273
C26 1.1444 -0.4749 2.7026
C27 1.6028 -0.6720 3.9856
C28 0.3322 -1.5018 2.0157
N1 0.5944 -1.9591 0.8457
C29 1.8383 -1.6332 0.1830
C30 2.6773 -2.8812 -0.0844
Te1 3.5263 -3.7615 1.6986
C31 1.9323 -5.0424 2.2617
C32 1.5182 -5.0928 3.5877
C33 0.4935 -5.9455 3.9692
C34 -0.1313 -6.7482 3.0274
C35 0.2844 -6.7072 1.7042
C36 1.3194 -5.8659 1.3262
C37 -0.8850 -2.0398 2.6979
C38 -1.2819 -1.6138 3.9650
C39 -2.3985 -2.1605 4.5780
C40 -3.1563 -3.1195 3.9258
C41 -2.7804 -3.5409 2.6592
C42 -1.6536 -3.0139 2.0581
H16 3.3836 0.8742 6.4702
H17 3.4654 -0.8654 6.1484
H18 1.9672 -0.1469 6.7391
H19 3.4197 2.1139 4.4385
H20 1.6283 3.7547 4.1967
H21 1.7295 6.0447 5.0927
H22 3.0835 7.7681 3.9587
H23 4.3918 7.1757 1.9421
H24 4.3253 4.8451 1.0796
H25 1.3900 -1.6194 4.4740
H26 2.4526 -0.9204 0.7362
H27 1.5794 -1.1736 -0.7780
H28 3.5383 -2.6042 -0.6931
H29 2.1023 -3.6415 -0.6082
H30 1.9960 -4.4568 4.3240
H31 0.1661 -5.9667 5.0014
H32 -0.9522 -7.3901 3.3207
H33 -0.1993 -7.3294 0.9607
H34 1.6506 -5.8498 0.2949
H35 -0.7295 -0.8334 4.4667
H36 -2.6932 -1.8109 5.5601
H37 -4.0564 -3.5098 4.3845
H38 -3.3733 -4.2779 2.1321
H39 -1.3457 -3.3546 1.0796
C43 -0.3072 4.9156 -4.4158
C44 -0.6839 3.4368 -4.4822
C45 0.1584 2.7587 -5.5716
P1 -0.6237 2.3447 -2.9381
C46 0.8072 2.9038 -1.8939
C47 0.8734 4.3394 -1.3785
C48 2.1209 2.4966 -2.5682
C49 -2.1093 2.9114 -1.9420
C50 -3.2888 1.9817 -2.2580
C51 -2.5867 4.3577 -2.0575
H40 -0.5717 5.4044 -5.3607
H41 0.7687 5.0301 -4.2758
H42 -0.8130 5.4460 -3.6132
H43 -1.7363 3.3574 -4.7852
H44 1.2231 2.8853 -5.3650
H45 -0.0495 3.1886 -6.5574
H46 -0.0442 1.6893 -5.6122
H47 0.6929 2.2584 -1.0161
H48 1.0390 5.0671 -2.1739
H49 1.7110 4.4080 -0.6820
H50 -0.0300 4.6078 -0.8299
H51 2.3856 3.1861 -3.3772
H52 2.0426 1.4889 -2.9844
H53 2.9211 2.5065 -1.8269
H54 -1.7983 2.7188 -0.9110
H55 -3.6898 2.1931 -3.2554
H56 -4.0874 2.1217 -1.5261
H57 -2.9944 0.9301 -2.2269
H58 -2.9402 4.5711 -3.0698
H59 -1.8139 5.0789 -1.7959
H60 -3.4262 4.5072 -1.3720